Record 1
This record from the Open Molecules 2025 dataset describes a cluster of 6 separate species, C10H30BrO10 in total in a non-equilibrium geometry. The level of theory is ωB97M-V/def2-TZVPD.

For the energy relative to the best compared isomer or geometry (same formula, charge and spin), the calculation gives 131.4 kJ/mol. The frontier orbital gap is 8.90 eV. For the HOMO energy, the calculation gives -6.16 eV. As for the total charge: -1.

Each line ends with the natural charge from an NBO analysis.
Geometry (Å):
Br1 -8.3522 19.0489 9.7991  -0.91
C1 -2.8872 19.2142 9.7855  -0.07
C2 -4.3063 19.6781 9.9934  -0.09
O1 -4.9434 18.7949 10.8682  -0.73
O2 -2.0276 19.1252 10.9346  -0.74
H1 -2.4361 19.8588 9.0311  0.15
H2 -2.9446 18.2125 9.3594  0.16
H3 -4.7958 19.7354 9.0211  0.18
H4 -4.4092 20.6722 10.4285  0.16
H5 -5.8244 18.7577 10.4887  0.50
H6 -1.1085 18.9549 10.7159  0.47
C3 -7.2562 17.0542 4.7657  -0.06
C4 -7.5562 17.1929 6.2882  -0.07
O3 -8.0049 18.4906 6.5414  -0.72
O4 -8.2697 17.3636 3.8784  -0.72
H7 -7.0249 16.0150 4.5321  0.13
H8 -6.3492 17.5284 4.3905  0.14
H9 -6.6125 17.1023 6.8262  0.16
H10 -8.2188 16.3496 6.4828  0.16
H11 -7.9603 18.5515 7.4984  0.49
H12 -8.0038 17.1748 2.9755  0.46
C5 -11.1803 21.8961 8.0410  -0.09
C6 -12.3293 22.4107 7.1522  -0.07
O5 -12.1079 22.0666 5.7921  -0.72
O6 -10.9170 20.5183 7.9629  -0.72
H13 -11.2010 22.2170 9.0825  0.16
H14 -10.2747 22.4016 7.7056  0.17
H15 -12.4105 23.4969 7.1954  0.15
H16 -13.2840 21.9654 7.4318  0.15
H17 -12.6800 22.5744 5.2121  0.46
H18 -10.0737 20.3860 8.4022  0.49
C7 -8.0118 23.3668 10.9266  -0.09
C8 -7.2343 22.4101 11.7905  -0.09
O7 -8.0942 21.3535 12.3720  -0.77
O8 -8.2194 22.7061 9.6498  -0.75
H19 -7.3643 24.2275 10.7591  0.17
H20 -8.9618 23.6508 11.3794  0.17
H21 -6.8917 22.9606 12.6667  0.17
H22 -6.3444 22.0118 11.3030  0.18
H23 -8.3346 20.6450 11.7705  0.50
H24 -8.3192 21.7674 9.8246  0.48
C9 -9.6683 15.2152 10.2505  -0.10
C10 -10.3633 15.4348 8.8411  -0.06
O9 -10.8643 16.7233 8.7054  -0.71
O10 -10.7007 15.3617 11.2159  -0.72
H25 -8.9154 15.9890 10.4004  0.18
H26 -9.1244 14.2706 10.2486  0.15
H27 -11.2048 14.7454 8.7716  0.16
H28 -9.6910 15.1639 8.0270  0.14
H29 -10.2564 17.2852 9.1915  0.49
H30 -10.2801 15.2718 12.0742  0.46

Record 2
This record from the Open Molecules 2025 dataset describes a structure of composition C10H30CrF2N11O24S2 in a non-equilibrium geometry. The level of theory is ωB97M-V/def2-TZVPD.

For the energy relative to the best compared isomer or geometry (same formula, charge and spin), the calculation gives 0.0 kJ/mol. The frontier orbital gap (spin up / spin down) is 5.43 / 4.26 eV. For the HOMO energy (spin up / spin down), the calculation gives -9.95 / -12.61 eV. As for the multiplicity: 9. As for the total charge: +1.

Each line ends with the Löwdin spin population.
Geometry (Å):
Cr1 1.3843 0.7136 2.2560  4.63
N1 0.5025 -0.0173 0.5740  0.07
S1 -0.9176 -0.0355 -0.1040  0.02
O1 -1.5868 -1.3028 -0.1708  0.02
O2 -1.1660 0.8906 -1.1734  0.01
F1 -1.6864 0.5924 1.1578  0.00
S2 1.2523 -0.9051 -0.6769  0.05
O3 1.8239 -0.0877 -1.7126  0.30
O4 0.8056 -2.2279 -1.0382  0.08
F2 2.5320 -1.1395 0.2373  0.03
C1 -0.0654 2.8464 -2.6360  0.01
N2 1.4215 2.6296 -2.8124  0.02
O5 1.9969 1.6640 -2.4451  0.49
O6 2.0274 3.5519 -3.4179  0.09
H1 -0.0774 3.8082 -2.1190  0.00
H2 -0.3447 2.0206 -1.9710  0.00
H3 -0.5321 2.8709 -3.6176  0.00
C2 -2.3822 0.0929 5.0173  0.00
N3 -1.5506 1.0201 4.2201  0.01
O7 -0.5403 0.5313 3.7243  0.03
O8 -1.9296 2.1530 4.0725  0.02
H4 -2.8935 -0.5194 4.2758  0.00
H5 -3.1178 0.6412 5.5904  0.00
H6 -1.6877 -0.5420 5.5573  0.00
C3 4.3351 2.5189 -0.8035  0.05
N4 3.0270 2.8977 -0.2518  0.49
O9 2.4292 2.1097 0.6493  0.68
O10 2.4916 4.0278 -0.4525  0.77
H7 5.0472 3.3262 -0.6388  0.01
H8 4.1640 2.3701 -1.8683  0.02
H9 4.6612 1.6131 -0.2917  0.01
C4 2.7632 -4.7725 -1.6657  0.00
N5 3.6098 -3.6062 -2.0523  0.00
O11 3.4124 -3.1922 -3.1801  0.00
O12 4.4348 -3.1712 -1.2825  0.00
H10 1.8560 -4.6905 -2.2513  0.00
H11 2.5672 -4.8009 -0.5995  0.00
H12 3.3594 -5.6372 -1.9530  0.00
C5 -4.1765 -1.5183 1.8792  0.00
N6 -5.1343 -1.6876 2.9999  0.00
O13 -5.2867 -0.7630 3.7764  0.00
O14 -5.7112 -2.7501 3.0798  0.00
H13 -4.6378 -1.8049 0.9418  0.00
H14 -3.3084 -2.1462 2.0724  0.00
H15 -3.8394 -0.4874 1.8988  0.00
C6 -1.5947 4.8020 1.8188  0.00
N7 -0.6096 3.8761 1.1812  0.00
O15 -0.2390 4.0519 0.0447  0.00
O16 -0.1757 2.9654 1.8398  0.02
H16 -1.9954 5.4071 1.0137  0.00
H17 -1.0531 5.3754 2.5625  0.00
H18 -2.3290 4.1046 2.2134  0.00
C7 0.9016 -1.0537 -4.8906  0.00
N8 -0.1260 -1.9654 -4.3586  0.00
O17 -0.6466 -1.6317 -3.3082  0.00
O18 -0.2870 -3.0281 -4.9014  0.00
H19 1.8675 -1.4814 -4.6332  0.00
H20 0.7536 -0.0610 -4.4825  0.00
H21 0.7785 -1.0060 -5.9714  0.00
C8 -3.9279 2.1376 -2.1995  0.00
N9 -4.0505 2.0878 -0.7203  0.00
O19 -4.2942 0.9947 -0.2607  0.00
O20 -3.9586 3.1169 -0.0860  0.00
H22 -3.9418 3.1999 -2.4443  0.00
H23 -4.7407 1.6190 -2.6960  0.00
H24 -2.9903 1.7237 -2.5611  0.00
C9 -1.3581 -4.3382 -0.3429  0.00
N10 -2.8119 -4.6832 -0.4807  0.00
O21 -3.5512 -3.7235 -0.5030  0.00
O22 -3.0998 -5.8523 -0.6037  0.00
H25 -1.0643 -3.8653 -1.2747  0.00
H26 -0.7206 -5.2084 -0.2040  0.00
H27 -1.2567 -3.7050 0.5306  0.00
C10 5.5690 -0.3126 3.8668  0.00
N11 5.0025 0.0621 2.5404  0.01
O23 3.8111 0.2905 2.4358  0.04
O24 5.7836 0.2450 1.6351  0.02
H28 5.2048 -1.3320 3.9954  0.00
H29 5.1674 0.3938 4.5864  0.00
H30 6.6508 -0.2905 3.8635  0.00